[1]
One molecule with the formula C26H33N3O7S in a non-equilibrium geometry. Source: the OMol25 dataset; level of theory: ωB97M-V with the def2-TZVPD basis set.

```
70
Properties=species:S:1:pos:R:3:forces:R:3:lowdin_charge:R:1
H 2.576623 -2.247607 5.687709 0.004 -0.035 0.026 0.11
O 0.469161 5.274149 -2.609742 -0.154 -0.197 0.468 -0.05
H -2.056124 1.249662 -3.231964 -0.039 0.164 -0.031 0.06
H 2.968677 6.434767 0.696573 -0.023 -0.066 0.058 0.09
C 2.186917 -1.242871 5.520551 -0.026 0.043 -0.119 -0.16
C 1.072798 -1.273154 4.473790 -0.311 0.084 0.422 -0.16
H -1.309553 -1.776336 3.429410 -0.050 0.148 -0.063 0.14
C 0.078680 4.313072 -1.728708 0.162 0.123 0.027 -0.12
C -0.775400 1.527351 1.372322 -0.499 -0.203 0.373 -0.03
O -1.515625 3.262314 -3.140167 0.354 0.287 0.266 -0.10
H 0.450241 4.222458 -4.401984 -0.014 0.061 0.017 0.10
O 0.578581 -1.694428 -3.257786 0.208 -0.118 0.205 -0.28
H 3.504625 -0.072722 2.701731 0.036 -0.075 -0.019 0.12
C 3.248653 -0.378123 4.851621 -0.032 -0.151 -0.088 -0.16
H 3.143413 -1.466064 1.004346 0.110 0.007 0.032 0.10
C -1.928898 0.879312 1.557293 0.082 0.508 -0.077 -0.01
C -2.473718 2.250515 -3.367678 -0.143 -0.222 -0.046 -0.06
C -0.883589 3.308591 -1.928848 0.015 0.197 -0.069 -0.17
H -1.754490 -3.389958 -4.239011 -0.101 -0.023 0.018 0.14
H 2.944972 4.696222 1.080167 -0.038 0.028 -0.001 0.09
H -0.381552 -6.452278 -2.071616 0.001 0.102 0.084 0.13
C 2.325850 5.566813 0.835765 0.098 0.003 0.205 -0.09
H 2.259807 -1.648095 -1.275920 0.159 -0.017 -0.070 0.12
H 0.518347 -2.213570 4.517163 -0.057 0.049 0.023 0.12
C 0.230481 -1.592540 -0.644611 -0.244 -0.056 -0.589 -0.29
C -0.507697 2.490855 0.321625 0.101 0.441 -0.526 -0.21
H 0.268625 -4.320348 -3.155471 -0.011 -0.053 0.104 0.13
H -3.655739 -4.912151 -3.801364 0.002 0.101 0.081 0.13
H 1.844631 -0.839411 6.470480 -0.037 -0.049 0.038 0.11
H 0.717057 5.983993 -4.453543 -0.031 -0.069 0.006 0.09
H 0.423049 -4.120636 -1.388840 0.061 -0.183 -0.013 0.12
H -1.698005 -1.494219 0.229599 -0.172 -0.008 0.105 0.13
C -2.229544 -3.373875 -3.247243 -0.442 -0.038 -0.332 -0.18
C -0.282642 -4.287209 -2.204776 0.249 -0.598 0.000 -0.18
N 1.765320 -1.140826 3.203375 0.038 0.171 0.131 -0.07
H 2.974893 0.674744 4.923493 0.017 0.054 -0.014 0.12
C 1.224426 -1.324169 1.969619 -0.214 -0.026 -0.340 -0.15
H 4.239745 -0.513221 5.278212 0.045 0.046 -0.008 0.11
N -1.135333 -1.076226 2.721300 0.099 -0.215 0.223 0.11
H 0.045959 1.347941 2.056142 0.099 -0.129 0.076 0.12
C -1.051426 -5.594283 -1.996700 0.264 0.212 0.200 -0.19
C -0.172032 -1.334386 1.718118 0.114 -0.384 -0.383 -0.18
C -2.947381 -4.700156 -2.999492 0.009 0.326 -0.017 -0.18
H 0.962675 3.531492 1.470022 0.099 0.033 0.091 0.11
H 0.378124 -0.440378 4.629087 0.024 -0.179 0.070 0.12
H -2.782352 2.381857 -4.403907 -0.036 -0.041 0.069 0.10
C -0.637380 -1.492941 0.423240 0.196 -0.165 0.163 0.00
H -1.866560 1.618470 -1.065436 -0.096 -0.114 -0.076 0.10
O -2.034856 -5.774489 -2.985905 -0.003 -0.130 -0.181 -0.13
H -0.916958 5.336263 -4.159251 0.135 -0.013 -0.007 0.09
C 1.594662 -1.575894 -0.430547 -0.003 0.009 -0.115 -0.05
O -3.089965 -0.171886 3.353619 -0.215 0.084 -0.074 0.07
C -1.165164 2.417560 -0.901308 0.066 -0.070 0.132 0.04
C 2.077042 -1.463937 0.855258 0.033 0.022 0.011 0.00
N -1.233319 -3.194693 -2.206415 0.350 0.970 0.246 -0.23
H 3.787654 -1.741807 3.256010 0.056 0.075 -0.061 0.13
C 0.737446 4.388099 -0.482685 0.007 0.129 -0.297 -0.19
H -2.917413 -2.530827 -3.190765 -0.115 -0.122 -0.119 0.12
H -1.520796 -5.576766 -1.001192 0.060 -0.044 -0.050 0.13
O -1.506897 -0.707851 -2.408429 -0.233 -0.147 0.193 -0.30
H 1.631963 5.760754 1.660946 0.026 -0.023 -0.030 0.10
C 3.171966 -0.843598 3.401007 0.332 0.066 -0.028 -0.17
O 1.649771 5.398855 -0.382960 -0.318 -0.222 -0.252 -0.06
H -3.479132 -4.650108 -2.037913 -0.010 0.007 -0.080 0.13
C 0.149013 5.183190 -3.979250 -0.064 0.088 -0.515 -0.07
H -2.805063 1.117673 0.973326 -0.100 0.038 -0.106 0.13
C 0.456099 3.479770 0.519646 -0.023 -0.060 0.076 0.02
H -3.342452 2.377517 -2.713675 0.014 -0.010 -0.005 0.10
C -2.134786 -0.141013 2.603816 0.165 -0.083 0.315 -0.48
S -0.466106 -1.689208 -2.271283 -0.033 -0.338 0.245 0.69
```
Positions in Å, forces in eV/Å.

SMILES   COc1cc(/C=C/C(=O)Nc2cc(S(=O)(=O)N3CCOCC3)ccc2N2CCCC2)cc(OC)c1OC
LUMO level   0.362 eV
Multiplicity   1
Energy above the lowest of the compared OMol25 structures with the same formula, charge and spin   88.77 kcal/mol
Charge   0
HOMO   -7.528 eV
Electronic energy   -57133.3943 eV
HOMO-LUMO gap   0.28997 Eh

[2]
C26H33N4O2PtS as an isolated structure. Source: the OMol25 dataset; level of theory: ωB97M-V with the def2-TZVPD basis set.

```
67
Properties=species:S:1:pos:R:3:forces:R:3:lowdin_charge:R:1
H -1.279766 3.484762 -0.819993 0.009 -0.014 -0.080 0.12
H 4.275829 -1.407506 -2.983113 0.045 -0.010 0.053 0.12
H 1.623175 -5.857891 -1.057091 0.029 0.028 0.011 0.15
H -1.148271 0.509649 6.792925 0.115 -0.034 -0.027 0.10
C 2.163327 1.534521 -1.092053 0.153 0.184 -0.174 -0.17
C 2.315570 -2.630987 5.530474 -0.104 -0.005 0.022 -0.10
H 0.540179 -0.963325 7.078063 -0.030 -0.028 0.000 0.11
C 3.105263 -2.926039 -1.999575 -0.140 0.357 0.168 -0.09
H 2.558844 -1.563138 5.489570 0.018 -0.070 0.024 0.08
H -0.069726 3.566559 5.903824 -0.006 -0.043 0.011 0.10
H 1.954672 -2.958974 4.544661 0.005 0.064 0.052 0.06
N 1.843699 0.209402 -0.850865 0.085 -0.413 0.588 0.02
C -1.846173 2.543977 6.647275 0.097 0.078 -0.086 -0.18
N 2.496676 -0.717451 -1.371251 0.216 0.487 -0.555 0.14
C -0.531200 3.295180 6.862441 0.082 -0.046 0.081 -0.25
C 0.474536 2.539431 7.730202 -0.060 -0.014 -0.061 -0.09
H -0.515738 -2.281828 7.569875 0.028 0.035 0.024 0.13
H 3.249438 -3.165250 5.695678 -0.014 -0.021 -0.009 0.09
N -0.044902 -0.970207 4.468165 -0.167 -0.048 0.007 0.06
H -0.771466 4.248307 7.330802 -0.004 0.042 0.028 0.12
C 3.365525 1.936529 -1.702749 -0.167 -0.299 0.094 0.03
H 0.897366 -3.944211 6.503825 0.009 -0.005 -0.033 0.12
C -0.164853 0.308584 4.205638 -0.107 -0.039 0.080 -0.64
C 4.997834 -3.375946 -3.464570 0.037 -0.016 -0.027 0.01
H 0.819829 1.611327 7.258433 -0.004 0.072 0.009 0.05
H 2.858405 5.267354 -1.629399 -0.033 -0.035 -0.012 0.14
C 2.240501 -2.025495 -1.293736 -0.478 -0.485 0.461 -0.06
C 3.736977 -5.201836 -2.535228 0.136 -0.206 -0.141 0.08
C 4.146169 -2.468887 -2.823202 0.033 0.061 -0.026 0.07
C -1.679911 1.139997 6.086875 -0.053 0.017 -0.020 -0.14
H -1.905492 2.317543 0.358919 -0.015 -0.065 0.006 0.11
H 0.731533 4.575547 -0.619137 0.056 0.012 -0.025 0.13
H -0.864786 2.139776 4.420262 0.027 0.026 0.019 0.12
H 0.676543 -1.452913 3.953910 0.077 -0.026 0.014 0.10
H 0.037818 2.274809 8.695400 0.009 0.018 -0.021 0.09
C 0.928103 -3.943961 -0.459173 -0.217 -0.004 0.055 0.05
C 1.203987 2.488226 -0.711287 0.090 -0.019 -0.076 -0.22
O 0.027742 1.988792 -0.201757 0.014 -0.152 0.215 -0.24
H -0.770519 3.592261 0.891443 0.055 -0.007 0.023 0.11
H 5.466618 -5.433887 -3.807434 -0.039 -0.006 0.004 0.14
H 3.563240 -6.267559 -2.440537 0.036 0.015 -0.009 0.15
H -0.897191 -2.762139 5.070885 0.009 0.009 -0.072 0.14
C -1.051065 2.922846 0.080689 -0.020 -0.027 0.064 0.00
C 3.608468 3.270789 -1.897780 -0.066 0.252 0.022 -0.02
C 2.658254 4.212217 -1.490355 0.102 -0.050 -0.035 0.02
C 1.098021 -2.559874 -0.524270 0.590 0.162 -0.462 -0.27
H -1.662185 -1.345563 5.750580 -0.131 0.076 -0.069 0.11
H -2.653496 0.699854 5.878767 -0.011 -0.055 -0.059 0.13
C 0.154961 -1.944255 6.776690 0.044 -0.032 -0.109 -0.18
O 0.244597 -1.791530 0.057828 -0.077 0.253 0.325 -0.18
H -2.362765 2.435408 7.602195 -0.040 -0.014 -0.007 0.13
H 5.806981 -3.008982 -4.081919 -0.030 0.027 0.002 0.14
H 4.088568 1.183323 -1.982596 -0.008 0.020 0.002 0.12
C 1.791323 -4.787460 -1.113943 0.196 -0.140 -0.135 0.09
H -2.515412 3.117265 5.998783 0.000 -0.001 0.021 0.12
H 1.830084 -2.969466 7.596669 0.033 0.030 0.056 0.12
H 4.533785 3.592990 -2.355213 -0.021 0.015 0.025 0.13
C 4.805733 -4.731251 -3.317216 0.046 -0.079 -0.019 0.02
C 1.456181 3.825705 -0.903251 -0.064 0.235 -0.009 0.03
Pt 0.485831 0.010085 0.957086 -0.379 -0.019 -0.261 1.07
C 1.306412 -2.941051 6.643075 0.048 0.043 -0.052 -0.23
S 0.892961 0.986196 2.912696 0.197 0.098 -0.245 0.75
N -0.895978 1.210206 4.817668 -0.052 -0.100 0.031 0.07
C 2.888788 -4.313051 -1.881442 -0.360 -0.019 0.238 -0.15
H 1.355994 3.149144 7.922684 -0.016 -0.016 0.003 0.09
H 0.084745 -4.318958 0.105171 0.023 -0.045 -0.024 0.14
C -0.703493 -1.788992 5.521511 0.167 -0.010 0.103 -0.12
```
Positions in Å, forces in eV/Å.

LUMO level (alpha / beta)   -9.993 / -12.292 eV
Multiplicity   5
Charge   +3
HOMO (alpha / beta)   -16.749 / -17.124 eV
Electronic energy   -51604.6595 eV
HOMO-LUMO gap (alpha / beta)   0.24828 / 0.17757 Eh

[3]
C26H34B2CaCsF4KNO16PS as an isolated structure in a non-equilibrium geometry. Source: the OMol25 dataset; level of theory: ωB97M-V with the def2-TZVPD basis set.

```
88
Properties=species:S:1:pos:R:3:forces:R:3:lowdin_charge:R:1
H 2.989785 -1.018421 -2.205868 0.016 0.080 -0.370 0.10
H -1.683747 6.597132 -5.726000 0.025 0.013 -0.247 0.08
H 7.279299 0.526223 1.327126 -0.067 -0.067 -0.019 0.05
H -5.532048 -1.151262 0.713681 -0.095 -0.003 0.050 0.11
O 5.662618 7.777825 6.846669 0.572 -0.298 0.362 -0.04
H 9.676967 -3.723747 -0.950467 0.046 -0.053 -0.005 0.09
H 7.990555 -4.025189 -0.419669 -0.085 0.071 -0.043 0.09
O 0.357632 -2.439569 -0.902783 -0.210 -0.525 0.536 0.11
O 7.021110 8.995000 8.201134 -0.179 0.169 -0.058 -0.02
C -2.091793 5.308019 -4.452037 0.038 0.262 -0.361 -0.83
C 6.859722 7.916269 7.643427 -0.054 -0.163 0.063 -0.82
Ca 2.402163 3.243930 5.679417 0.078 -0.320 0.937 1.70
F 5.608093 3.979195 3.174762 -0.170 -0.132 -0.140 0.24
C -11.366143 2.009791 -1.254146 -0.050 -0.031 0.051 -0.04
K -4.194598 1.878939 -4.894800 1.529 1.365 -1.238 0.99
O -7.970261 -0.833845 1.073856 -0.001 -0.068 0.089 0.12
H 4.697955 2.948020 0.092851 -0.046 -0.107 0.023 0.06
B 5.149956 3.816981 4.418591 2.047 0.196 -0.179 -1.23
C 2.946886 -5.254780 -2.028858 0.187 -0.465 -0.919 -0.51
C -9.125839 0.610577 -0.400966 0.207 0.035 -0.137 -0.08
H -0.788238 -2.295668 -2.995051 0.068 0.280 -0.106 0.12
H 7.438607 2.287130 1.341588 -0.014 -0.003 0.028 0.07
Cs 3.138497 -4.333040 0.384255 -3.624 -0.588 16.255 1.61
C -6.639443 0.059441 -0.648884 -0.157 0.026 0.051 -0.07
H -10.117295 2.764215 -2.826977 0.073 -0.002 -0.046 0.12
C 3.718677 -1.601806 -1.663007 0.450 -1.807 0.293 0.01
C -4.252166 0.354655 -2.036612 0.055 -0.073 -0.009 -0.05
H 3.156127 -5.388206 -3.080873 0.105 0.432 -0.250 0.09
H -2.945431 -3.968698 0.145429 0.012 -0.012 -0.026 0.08
C -10.180310 2.127739 -1.956478 -0.088 0.049 -0.038 0.01
C -11.439053 1.183947 -0.138952 -0.033 0.044 -0.042 -0.04
H -3.840533 -2.217758 3.412469 -0.101 -0.104 0.011 0.09
H -12.238125 2.561316 -1.576031 -0.030 0.011 -0.010 0.11
C 5.559161 2.844107 -0.570345 0.365 0.240 -0.116 -0.10
H 7.179009 1.506844 -0.966128 -0.139 -0.284 -0.108 0.11
O -1.831943 6.184509 -3.632004 -0.015 -0.032 -0.064 -0.01
H -4.304349 -3.166346 0.954456 -0.102 -0.074 0.090 0.07
S 0.191922 -6.309822 -3.204713 0.045 0.514 -0.846 0.46
B 0.336602 -3.381580 -1.888169 0.479 0.166 -0.489 -0.92
O -1.967104 5.679269 -5.824907 -0.089 -0.164 0.819 -0.01
H 5.907817 1.542462 1.814369 -0.121 -0.045 -0.040 0.05
P 1.061717 -5.183998 -1.688326 -0.072 -0.706 0.872 0.58
O 7.561994 6.877559 7.656534 -0.255 0.086 -0.077 -0.06
O -7.723306 2.203886 -3.332439 0.008 -0.006 -0.104 0.11
C -3.440672 -3.815132 1.101330 0.250 0.038 -0.109 0.00
C -5.401356 0.974751 -2.484263 0.273 -0.269 0.255 -0.07
H -3.785310 -4.777523 1.480432 -0.120 0.042 0.045 0.10
O 5.387978 0.460670 -0.551568 0.194 -0.585 -0.476 -0.30
C -10.322550 0.486288 0.287444 -0.103 -0.006 0.063 0.00
H 4.714319 -1.142261 -1.715720 0.015 0.699 0.208 0.07
H 3.436250 -1.609071 -0.608641 0.101 -0.076 -0.110 0.05
H -3.393315 -0.891063 -0.512294 0.032 0.004 0.009 0.11
C 8.946747 -3.583033 -0.164766 0.110 0.047 -0.042 0.05
O 3.714181 -4.152268 -1.439313 3.171 1.020 -14.140 -0.92
H 5.216692 2.919566 -1.603672 -0.067 -0.072 -0.013 0.06
H 0.567988 -7.496540 -2.739281 -0.010 -0.236 0.363 -0.19
H 0.080328 -2.793972 -0.043311 0.104 0.256 0.265 0.07
H -2.208539 -2.462152 4.063301 0.031 0.012 0.018 0.08
C -9.058658 1.427233 -1.538341 0.140 -0.097 0.104 -0.08
H 8.829958 -2.531918 0.080434 -0.098 0.002 0.066 0.11
C -2.477077 -3.189444 2.078835 -0.212 -0.096 -0.010 -0.48
C 6.259491 1.495059 -0.335627 -0.825 0.096 0.706 -0.67
C -7.798324 1.551337 -2.313002 -0.022 0.015 0.005 -0.26
H -3.317233 0.467337 -2.577198 0.031 0.024 0.144 0.10
H -3.324566 -3.833974 3.934671 -0.138 0.018 -0.028 0.09
C 6.750476 1.461286 1.127405 0.469 0.175 -0.094 -0.10
C 3.889687 -2.983578 -2.325898 -0.017 1.975 -0.360 -0.43
C -6.591859 0.836792 -1.797281 -0.275 0.058 0.054 -0.07
C -7.925510 -0.120567 0.097989 -0.007 0.052 -0.062 -0.27
F 5.311979 2.541595 4.959422 -0.711 -0.196 0.223 0.12
H -12.370157 1.088787 0.401731 -0.029 0.001 0.016 0.11
C -4.293050 -0.412957 -0.876166 0.010 -0.020 -0.030 -0.04
O -1.336322 -2.928876 1.765496 0.326 0.039 -0.196 0.06
C -5.484268 -0.559340 -0.188779 0.158 -0.051 0.001 0.01
O -2.458392 4.122852 -4.272052 -0.698 -1.119 -0.299 -0.16
N 9.420763 -4.291473 1.057290 -0.044 0.125 -0.140 -0.46
O 4.182186 -3.136715 -3.457794 -0.217 -0.687 0.025 0.18
O 10.476204 -4.877778 1.000949 0.183 -0.101 0.001 0.07
F 5.485619 4.787297 5.304139 -0.412 0.038 0.291 0.20
O -0.240876 -3.084588 -3.057152 -0.382 -0.251 -0.648 0.14
O 8.699256 -4.236481 2.029966 -0.156 -0.037 0.146 0.06
H -10.372076 -0.153375 1.156449 0.074 -0.029 0.033 0.12
C -2.996581 -2.907284 3.462776 0.232 0.093 0.002 -0.01
H 6.233203 3.687742 -0.379853 -0.026 0.002 0.002 0.06
H 3.301158 -6.182252 -1.536531 -0.146 0.454 -0.220 0.07
H 5.815319 6.867602 6.556042 -0.243 0.072 -0.272 0.03
F 3.603038 3.909722 4.322565 -0.575 0.643 -1.186 -0.25
H -5.387275 1.576448 -3.365285 -0.980 0.025 0.943 -0.02
```
Positions in Å, forces in eV/Å.

LUMO level   -3.860 eV
Multiplicity   1
Energy above the lowest of the compared OMol25 structures with the same formula, charge and spin   0.00 kcal/mol
Charge   0
HOMO   -5.713 eV
Electronic energy   -129418.0528 eV
HOMO-LUMO gap   0.06810 Eh